Record 1
12 unconnected molecules or ions with the total composition C24H72O24 at a distorted geometry. Source: OMol25; level of theory: ωB97M-V/def2-TZVPD.

XYZ file:
```
120
Properties=species:S:1:pos:R:3:forces:R:3
O -0.3857 -3.3306 1.8972 -0.2975 0.4724 -1.3456
O 2.3974 -2.5680 -3.2181 0.1998 0.8750 1.0069
O 3.3494 2.3694 -1.8975 0.2718 1.3349 0.8559
O -2.0656 0.2961 -5.2009 0.1360 -0.8325 -0.1282
O -1.0190 -4.0578 -3.2058 0.7730 1.1896 0.1501
O -0.8916 -0.9010 -2.7524 0.2260 -1.0145 0.3126
O 3.0307 2.1818 2.7797 -0.3072 0.4289 0.2053
O -4.6528 2.1508 -2.0013 -0.1666 0.0554 -0.8032
O -2.3509 3.1605 3.1126 0.0851 0.4813 0.0121
O -3.8637 1.2690 0.8089 0.2944 0.7626 0.1209
O -3.2440 0.1428 3.6810 -0.7196 -0.4942 -1.0678
O 1.6599 1.5376 0.2181 0.6622 0.3974 -0.1225
O 4.5126 -2.6228 4.3806 -0.1773 0.6589 0.7437
O -0.2850 -4.7811 -0.5943 -0.7826 0.3949 -0.0888
O 2.4562 -4.9586 -2.2205 -0.3335 -0.9358 0.0621
O 1.4037 -0.1479 3.3997 -0.5412 0.2047 0.7557
O 4.2196 5.7624 -0.7150 -0.6734 -0.6452 1.4633
O 0.8164 -1.0308 0.8992 0.8715 -0.4681 1.6338
O -1.9212 2.8699 0.3813 -0.1039 -0.2046 0.2416
O -2.1482 3.5479 -2.2812 -0.2754 0.5482 0.2687
O -3.3380 -0.5343 -1.4686 -0.1201 -0.6038 -1.5798
O -0.9150 -1.4703 4.3472 -1.4000 2.0853 -0.4255
O 5.6174 -3.4205 2.1107 0.6469 0.1940 0.5132
O 1.1338 3.6456 -3.7622 0.5711 -0.3381 -1.2539
C 2.2206 0.5068 4.3618 0.7244 -0.4609 0.2642
C -4.7650 1.1261 1.8725 -1.4744 -1.5885 -1.3125
C 3.6654 -2.5317 3.2508 0.0678 -2.5559 -1.0557
C 2.9020 -3.9688 -1.3474 0.6370 1.2998 -0.6415
C -0.0207 -0.0611 0.3718 -0.5304 1.3764 -1.1950
C -1.9686 -4.4051 -2.2202 -0.5981 2.2530 -0.3993
C 4.6585 -2.3936 2.1072 -1.1184 0.3961 -0.8892
C -1.2877 3.2729 -3.3452 1.1736 0.4414 -0.6267
C 0.7613 0.8049 -0.5994 -0.5447 0.2473 -1.1071
C -4.9970 0.8894 -2.6119 1.7054 0.6736 -0.5850
C -0.1915 -0.4734 -3.8955 -0.3566 1.3434 1.0403
C 4.4937 4.4392 -1.1601 0.8845 0.3333 -0.2836
C 3.2617 3.8270 -1.7458 0.3457 -1.3810 0.1504
C 0.0289 3.9730 -2.9721 -0.4456 -0.6127 0.2729
C -0.9579 -0.6616 -5.1507 0.1969 1.1877 -1.2407
C -1.1958 -2.8114 4.1996 1.0264 -2.3169 -2.5898
C -4.3991 -0.0446 2.7699 0.9146 2.6817 2.2375
C 3.3889 1.2019 3.7362 0.5550 -0.0454 -1.1501
C -1.1947 3.8404 1.0511 1.3573 0.6169 0.0422
C -4.7091 -0.2782 -1.7208 -0.0055 0.5119 0.7755
C -1.5119 -4.0218 -0.8434 0.8689 -1.3108 0.3958
C -1.0950 3.3457 2.4437 0.5736 -0.2920 0.3474
C -0.1488 -3.4883 3.2418 -0.5407 -0.8750 1.2054
C 2.3390 -2.6187 -1.7398 -0.4306 0.3958 -1.8215
H -3.2471 1.9946 1.0315 0.2859 -0.2219 -0.4672
H -0.7403 -0.5818 -0.2194 -0.8182 -0.4011 -0.3790
H -0.2617 -0.4393 -5.9846 -0.3557 -0.1473 0.1780
H -4.5175 2.0582 -1.0589 0.0235 -0.3658 0.6367
H -2.6607 0.0779 -5.9433 0.5655 0.0047 0.5449
H -1.1361 2.2156 -3.4467 0.2540 -0.6997 0.0299
H 1.3039 -0.6636 1.6782 -0.4184 -0.1123 -0.6055
H 3.9900 -3.9230 -1.4631 -0.0600 0.0123 0.2906
H -1.6582 4.8315 1.0617 -0.2361 0.0726 -0.3909
H -1.2734 -1.6945 -5.2389 -0.3676 -0.1954 0.0404
H -5.6966 0.7333 1.3896 0.3188 0.1773 0.3090
H 1.6813 1.2905 4.9296 -0.1156 -0.7091 -0.0690
H -2.1631 -3.0108 3.6522 0.5615 0.1922 1.2542
H 4.0899 -2.4994 1.1378 0.6643 0.4551 0.8673
H 4.1062 0.5188 3.2256 -0.4166 -0.0158 0.6399
H 2.7108 -0.2692 4.9981 -0.6659 0.5593 0.1870
H -0.5603 0.6147 1.0634 0.4068 -0.6189 0.2614
H 0.8277 -3.1273 3.4850 0.8465 0.4791 0.4408
H -0.6753 2.3383 2.3631 0.2900 0.2481 0.4287
H 4.0612 -2.8252 5.2066 -0.2311 0.0038 -0.2861
H -2.2918 -4.2500 -0.1054 0.1691 -0.1617 -0.0143
H 3.4059 2.1884 -2.8265 -0.0598 -0.2739 -0.6329
H 3.0230 4.2555 -2.6813 -0.5556 0.5206 -0.7780
H -1.7841 2.9214 -0.5548 -0.1519 0.2957 -1.4376
H -2.1467 -5.4456 -2.2760 -0.1899 -1.1535 -0.1398
H -4.2454 -0.9315 2.2476 0.3769 -1.3345 -1.1994
H 2.4401 1.8587 -0.2784 -0.5939 -0.4903 -0.2040
H 3.1734 -3.5285 3.0479 0.2970 0.6466 0.4799
H 1.2888 -2.4151 -1.4535 0.3627 -0.5472 0.0761
H -5.2312 -1.1547 -2.0788 0.1519 -0.4178 -0.1348
H -0.9899 -3.3418 5.1124 -0.8538 -0.2098 0.8219
H -0.0939 -4.5837 3.4062 -0.3676 0.4361 0.3107
H -3.1005 -0.1194 -0.6521 0.1306 0.5692 0.9125
H 0.7504 -0.9541 -3.9248 0.8539 -1.0791 -0.1466
H 0.0350 -2.5053 1.5940 -0.0978 0.2021 -0.2125
H -1.7771 -0.5407 -2.7909 -0.6309 0.0927 0.2840
H -6.0299 0.9103 -2.9236 -0.4286 -0.0652 -0.0238
H 6.2232 -3.2245 2.8523 -0.4997 -0.3546 -0.4727
H 0.0813 -4.4576 0.2370 -0.2474 0.0655 0.2509
H 0.0784 0.5632 -3.6658 -0.0753 0.3685 -0.8130
H -5.2304 -0.1507 3.4175 -1.0352 -0.4679 0.7255
H 2.9239 -1.7887 -1.2860 -0.0803 -0.4626 -0.6219
H 0.3311 3.5575 -2.0135 -0.2266 0.3212 0.4574
H -2.9076 -3.8329 -2.4615 0.3701 -0.6481 0.4607
H 0.6683 -0.5784 3.9022 0.1575 0.1252 -0.6553
H 2.8521 -1.8085 3.2145 0.4341 0.4715 0.4617
H 3.8921 1.6915 4.5720 0.2460 0.1334 -0.2220
H -1.7403 -0.9774 4.0616 1.1505 -0.1752 0.4581
H 2.6223 -4.1250 -0.3400 -0.0623 -0.6185 1.3058
H 5.1266 -1.4054 2.2136 0.0396 -0.0583 -0.4284
H -0.4149 4.0586 2.9164 -0.0807 -0.3819 0.8030
H -0.1153 5.0529 -2.8854 -0.0796 0.0155 -0.0129
H -2.6304 4.0053 3.4943 0.0267 -0.2787 -0.1464
H -5.1072 0.0167 -0.7709 -0.8285 -0.2487 0.7255
H 3.7703 5.6267 0.1507 0.3874 0.6003 -0.8297
H 1.2254 0.0982 -1.3405 0.1093 0.8126 0.7070
H -0.7128 -3.1353 -2.9759 -0.4304 -1.1999 -0.4355
H -1.6096 3.5945 -4.3497 -0.3896 0.3214 0.3751
H -4.3378 0.8162 -3.4966 -0.4319 -0.0180 0.0859
H -2.9957 1.0660 3.6433 0.2302 0.5660 0.0072
H 2.4861 3.9935 -1.0049 -0.4369 0.1837 -0.0836
H 0.9766 3.6998 -4.7155 -0.3101 0.1689 0.3441
H -1.3019 -2.9710 -0.7586 0.1116 0.6835 -0.1783
H 0.0895 1.5062 -1.2300 0.7667 -0.9784 1.0662
H -5.1302 2.0855 2.2712 0.7948 -0.3163 0.5665
H -0.1057 3.9790 0.6969 -1.5282 -0.3926 0.1538
H 5.3943 4.5434 -1.7511 -0.2005 -0.1400 -1.0036
H 1.7484 -5.4248 -1.7655 -0.4294 -0.0152 -0.3053
H -3.0450 3.2529 -2.4673 -0.4593 -0.3619 -0.0111
H 2.4173 1.7941 2.1363 0.0572 -0.0758 -0.0438
H 2.2517 -3.4628 -3.5686 -0.0400 0.1156 0.6293
H 4.8255 3.7592 -0.4146 0.2207 -0.3730 1.4429
```
Forces are in eV/Å.

## Properties
Highest occupied orbital energy: -9.36 eV
Multiplicity: 1
Energy above the lowest of the compared OMol25 structures with the same formula, charge and spin: 106.0 kJ/mol
Orbital gap: 9.58 eV
Structure (SMILES): OCCO.OCCO.OCCO.OCCO.OCCO.OCCO.OCCO.OCCO.OCCO.OCCO.OCCO.OCCO
DFT total energy: -2763.1898 Eh
E_LUMO: 0.23 eV

***

Record 2
13 unconnected molecules or ions with the total composition C24H74O25 at a distorted geometry. Source: OMol25; level of theory: ωB97M-V/def2-TZVPD.

XYZ file:
```
123
Properties=species:S:1:pos:R:3:forces:R:3
O -2.9326 7.1332 0.7660 -1.9510 -0.2040 0.6294
O -1.0095 2.8876 3.4223 -1.1814 0.8032 -0.7190
O -5.8032 2.0731 0.5435 0.2961 1.0897 0.2700
O 4.3084 -1.7185 -3.0443 2.7651 -1.2142 0.5332
O 4.9451 1.9222 -0.0166 -0.4438 1.3325 0.7109
O 0.2021 5.6003 1.0587 6.2678 -0.2417 -0.6981
O 1.7477 -3.7110 -2.1507 -3.7468 0.6105 2.2245
O -2.6678 -2.8259 0.0339 -2.1776 -0.3603 -1.0776
O 2.7335 2.5037 2.9643 0.0012 -2.1472 -0.2734
O 3.3882 -1.7350 -0.0379 -0.9966 2.0798 -0.1125
O 1.7300 -0.5081 3.0452 0.8444 1.5530 -0.5646
O 1.8717 0.7777 -2.9468 0.8337 1.2050 -0.7029
O 1.2168 -2.7778 5.7067 1.0721 -0.6408 -0.0686
O -1.8843 2.8312 -1.5954 1.3308 -2.4846 1.9134
O -0.4417 -3.0463 -5.4393 -0.2222 -0.1838 0.2089
O 1.7302 -5.6032 -0.2137 0.2932 -0.4253 0.2008
O -1.5338 -1.4846 -2.4866 1.7020 1.9645 1.3831
O -4.3136 0.0820 4.0851 -0.6594 -1.1690 1.3522
O -0.4780 -5.0474 1.5686 0.1292 0.7862 -1.9443
O -3.3670 1.7606 2.3696 0.7779 -0.4042 -0.0329
O -0.9182 2.2452 0.8313 0.3928 -1.8152 1.0135
O -3.5745 4.7307 -0.7432 1.5251 -0.1432 -2.2672
O 4.7440 -4.9628 0.7049 -0.3223 -0.3243 0.3504
O -1.3969 1.9241 -4.9657 0.0877 0.1650 0.2206
O 0.9321 -0.9012 -0.0864 2.3258 -0.1807 1.7834
C -0.5741 -2.0223 -4.4463 2.0435 0.5023 -2.5561
C -1.3953 -2.5430 -3.3589 -1.5694 0.9180 0.3371
C -1.5926 7.0586 1.0591 1.8046 1.6121 0.1671
C -4.8007 2.6593 -0.2894 0.3537 0.8219 1.2461
C -1.0635 5.6891 1.3068 -5.9415 -2.8748 0.1339
C 1.9615 -1.9890 4.7687 -0.6136 -0.6380 0.4926
C -3.3739 0.3636 2.0608 2.2267 0.2600 -2.3974
C 1.9742 -5.9080 -1.5763 -0.4022 0.7293 -0.1731
C 3.7694 1.8255 0.7849 -0.4904 -1.7439 0.1066
C -4.4241 4.0774 0.1590 -0.6816 0.7906 -1.1003
C 3.1729 -1.0417 -3.3456 1.6307 3.9130 0.8159
C -0.1389 -0.1082 0.0474 -2.3563 5.0551 -0.2901
C -1.2574 -3.8795 1.4938 -0.8275 -2.5758 -1.1554
C 3.2406 0.3873 -2.7443 -1.2077 -1.0073 0.4428
C -1.0893 1.9621 -3.5904 -1.2249 0.3084 0.9196
C 1.0271 -4.9486 -2.3469 3.9468 -0.5687 -3.1644
C -1.6428 -3.7753 0.0380 0.2037 0.8887 2.4549
C 4.4790 -3.7700 -0.0564 -0.3004 -2.1816 0.2581
C -1.9791 3.0587 -2.9257 1.4695 -0.1144 -1.6833
C 1.0806 -1.5994 3.6366 0.7928 0.0555 -1.2376
C 3.7863 2.7373 2.0485 -1.3898 1.1297 -0.9720
C -0.1020 1.0481 1.1912 1.7215 1.8472 -4.0402
C -4.5417 -0.2017 2.7408 -2.4056 -0.9014 -0.9123
C 3.6006 -2.8363 0.7723 3.7919 0.4875 -1.0079
H 0.2999 5.2389 0.1709 0.4687 0.1723 0.3372
H 3.0996 -5.7530 -1.8634 -2.0090 0.0578 0.2650
H -5.9963 2.7495 1.2284 0.1111 -0.8645 -0.4987
H 0.6374 -1.6616 -0.5267 -0.1807 -2.0323 -1.3173
H -3.9077 4.1829 1.0698 0.0580 -0.8867 1.8231
H 3.7922 0.7765 1.0202 -0.3995 -0.5240 0.8568
H -1.2025 2.2263 -0.0870 -0.0356 -0.2817 -0.5870
H -2.3102 -1.5248 -1.9614 -1.0607 -0.3982 0.7363
H -2.4785 1.9461 2.7465 -0.8146 0.3059 -0.1460
H -3.4456 -3.4112 0.0707 -0.1727 1.0676 0.1089
H -5.0311 2.5445 -1.3032 -1.5398 0.8643 -1.7671
H -0.8748 -2.9709 1.8057 1.7612 1.8116 0.6127
H 0.1515 -1.2643 4.0333 -1.2106 -0.1790 0.2406
H 2.8958 1.9043 0.0843 0.2249 0.6639 0.9694
H 1.5761 -0.4360 2.0924 -0.0334 -0.3210 0.4838
H 4.7277 2.8235 2.5308 1.1773 -0.9672 0.4817
H -1.4169 4.0330 -3.1331 -1.3569 -0.8974 -0.4121
H -1.0249 -3.4100 -2.9114 1.1170 -1.3439 0.7400
H -5.5317 0.2858 2.3467 1.7607 -0.8092 0.6172
H 2.2543 -1.4800 -3.1103 -1.0238 -1.1024 0.8949
H -4.4992 1.0036 4.2144 0.0661 0.6764 0.0258
H 3.1398 -0.6954 -4.3401 -0.2205 -0.5657 -2.1121
H 2.6794 -3.1622 1.0693 -2.2267 -1.9333 0.9020
H 2.9193 -2.3578 4.4489 0.2438 -1.0514 -0.3142
H -2.2168 3.5339 -1.0890 -1.3061 2.0658 0.8552
H -0.9751 -1.1325 -4.9340 -0.7778 0.0502 0.2792
H 5.0227 -1.0863 -2.7542 -1.2853 -1.1550 -0.4046
H 2.2312 -1.0800 5.2139 0.2425 1.6326 0.9553
H 2.3616 3.2686 3.3796 0.1548 0.9270 -0.1109
H -3.0277 3.0239 -3.2195 0.0686 0.3022 -0.5915
H 2.4047 -3.5097 -2.7531 2.0065 0.0828 -2.0565
H 4.2171 -2.5956 1.6422 -0.2241 0.1673 0.4076
H -0.3452 0.6574 2.1139 -0.9676 -0.5653 1.9829
H 1.0193 -5.2243 -3.4794 -0.1682 0.5002 1.7480
H -1.0854 -0.5919 0.0495 -0.8032 -1.0402 0.8788
H -1.3920 5.1947 2.2750 0.6126 1.1872 -0.4058
H -0.3646 2.4760 3.9578 1.1781 -0.7518 0.7562
H -1.1458 7.5763 0.2313 1.1830 -0.5854 -1.0023
H 2.5453 -1.3024 0.2616 1.3663 -0.4433 -0.6627
H 0.0114 -4.8279 -2.0295 -0.2263 -0.2677 0.6668
H -2.1105 -3.9777 2.1083 -1.4910 -0.3786 0.5993
H -1.8975 -4.7445 -0.3489 0.0514 -0.2952 -0.5828
H -0.5554 1.6036 -5.2479 0.6460 -0.4176 -1.5355
H -3.9123 2.1077 -0.3772 1.5249 -1.3005 1.2752
H 4.9158 2.8767 -0.0783 1.1759 0.5699 -0.9636
H -3.2969 0.1900 0.9182 -0.5669 0.3187 1.5079
H -2.4138 -2.7724 -3.5956 -0.5360 -0.6073 -1.4262
H -5.2663 4.7323 0.1400 -1.4502 0.0052 0.6692
H 1.8620 -3.2955 6.2259 -0.6109 0.3751 -0.3357
H 0.8730 1.6174 1.2790 -0.3283 -1.7430 -0.0239
H 1.5409 0.8227 -2.0733 -1.0499 0.1524 1.2551
H -1.0511 0.9078 -3.1934 -0.8294 1.0772 0.2420
H 3.6431 3.7529 1.7344 -0.0508 0.8695 -0.8692
H -0.1152 2.3609 -3.4024 1.0611 0.0589 -0.2047
H 1.7562 -6.9465 -1.8222 -0.1762 -0.2287 0.5699
H -3.3562 5.6433 -0.4972 -0.4923 -0.3065 0.4677
H -3.2718 7.8345 1.3152 -0.7461 0.1431 0.0098
H -2.4252 -0.1201 2.4489 -1.0200 0.3710 -0.1063
H -0.2611 0.4100 -0.9160 0.0464 0.6714 0.0918
H -0.7484 2.8119 2.4876 0.0560 0.2134 0.1658
H -0.8248 -3.2616 -0.3627 1.4444 0.0327 -1.7198
H 3.5694 0.4877 -1.6908 -0.4011 -0.4860 -0.3532
H -0.2817 -5.1932 2.4502 0.8850 -0.7145 2.7195
H -1.5119 4.9235 0.6108 -0.7946 1.0153 0.3789
H 4.0704 -4.0159 -1.0212 -0.9952 -0.0954 -0.2431
H 1.4407 -4.6728 -0.1190 0.4637 -0.8480 -0.2770
H 3.9245 1.0149 -3.3050 -0.0035 0.1813 -0.4044
H 5.2181 -5.6255 0.1815 -0.2657 0.4915 0.0506
H 1.0097 -2.3066 2.8214 -0.5910 -0.9936 0.3580
H 0.3707 -2.8294 -5.8825 0.3621 -0.2355 -0.5687
H 0.4758 -1.6613 -4.2379 -1.0774 -0.6032 0.9771
H 5.4503 -3.4591 -0.3442 0.9179 1.7694 0.1996
H -1.2253 7.7482 1.8389 -0.7159 -0.3240 0.5349
H -4.6545 -1.3252 2.5922 0.2813 1.3286 0.2878
```
Forces are in eV/Å.

## Properties
Highest occupied orbital energy: -9.50 eV
Multiplicity: 1
Energy above the lowest of the compared OMol25 structures with the same formula, charge and spin: 558.0 kJ/mol
Orbital gap: 9.78 eV
DFT total energy: -2839.3335 Eh
E_LUMO: 0.28 eV

***

Q: Which value of multiplicity does entry 1 give?
A: 1

***

Q: Which value of E_LUMO does entry 1 give?
A: 0.23 eV